{"formula": "C27H22BrCoNO5SSe", "method": "ωB97M-V/def2-TZVPD", "homo_lumo_gap_ha": [0.210, 0.209], "e_above_lowest_kcal_mol": 16.31, "multiplicity": 2, "homo_ev": [-1.94, -1.93], "total_charge": -2, "species": ["Co", "Br", "C", "C", "C", "C", "C", "C", "C", "C", "C", "C", "H", "H", "H", "H", "H", "H", "O", "C", "O", "C", "C", "C", "N", "C", "C", "C", "O", "O", "H", "H", "H", "Se", "C", "C", "C", "C", "C", "C", "H", "H", "H", "H", "H", "O", "S", "C", "C", "C", "C", "H", "H", "H", "H", "H", "H", "H", "H"], "coordinates": [[0.3648, -0.5054, 0.5586], [-0.5320, -3.5809, -0.2917], [0.9130, -4.1616, 0.7921], [0.9260, -5.4915, 1.1026], [1.9783, -6.0252, 1.8723], [2.9912, -5.2060, 2.2676], [2.9945, -3.8259, 1.9379], [4.0988, -3.0328, 2.3211], [4.1248, -1.7137, 1.9787], [3.0282, -1.1383, 1.3094], [1.8812, -1.8185, 0.9359], [1.9127, -3.2316, 1.2128], [0.1280, -6.1287, 0.7464], [1.9774, -7.0777, 2.1307], [3.8262, -5.5938, 2.8419], [4.9072, -3.4934, 2.8794], [4.9705, -1.0917, 2.2523], [3.0873, -0.0746, 1.1096], [2.4417, 6.1216, 1.3370], [2.4171, 5.5672, 0.2228], [2.5369, 6.0640, -0.9184], [2.0237, 4.0673, 0.2370], [2.0020, 3.3367, -0.9470], [1.6507, 2.0017, -0.9211], [1.3100, 1.3693, 0.2028], [1.3484, 2.0551, 1.3512], [1.7016, 3.3957, 1.4097], [0.9773, 1.2409, 2.5849], [1.1686, 1.7145, 3.6974], [0.4653, 0.0867, 2.3365], [2.2627, 3.8432, -1.8668], [1.6521, 1.3976, -1.8207], [1.7315, 3.9072, 2.3608], [-2.3237, -0.9070, 0.7189], [-3.0642, 0.8439, 0.5984], [-4.3422, 1.0461, 0.0603], [-4.8641, 2.3210, -0.1104], [-4.1232, 3.4405, 0.2481], [-2.8595, 3.2574, 0.7981], [-2.3439, 1.9835, 0.9788], [-4.9232, 0.1778, -0.2319], [-5.8571, 2.4388, -0.5331], [-4.5212, 4.4376, 0.1025], [-2.2603, 4.1136, 1.0863], [-1.3656, 1.8564, 1.4229], [0.1449, -0.7024, -1.5222], [-0.2306, -0.2323, -2.8827], [-1.1615, -1.6149, -3.5996], [-2.5904, -1.4691, -3.0931], [-2.9198, 0.0122, -3.2631], [-1.7392, 0.7700, -2.6656], [-0.6399, -2.5134, -3.2711], [-1.0953, -1.5282, -4.6884], [-2.6314, -1.7209, -2.0295], [-3.2799, -2.1198, -3.6353], [-3.8387, 0.2919, -2.7463], [-3.0405, 0.2524, -4.3249], [-1.8212, 0.8167, -1.5778], [-1.5760, 1.7705, -3.0629]], "atomic_forces_ev_per_a": [[-0.3, -0.2, -0.4], [0.0, -0.1, 0.0], [0.0, 0.1, 0.0], [0.0, 0.0, 0.0], [0.0, 0.0, 0.0], [0.0, 0.0, 0.0], [0.1, 0.0, 0.0], [0.0, 0.0, 0.0], [0.0, 0.0, 0.0], [0.0, 0.0, -0.1], [0.1, 0.1, 0.1], [-0.1, 0.0, -0.1], [0.0, 0.0, 0.0], [0.0, 0.0, 0.0], [0.0, 0.0, 0.0], [0.0, 0.0, 0.0], [0.0, 0.0, 0.0], [0.0, 0.0, 0.0], [0.3, -0.1, 0.0], [-0.9, 0.3, 0.0], [0.3, -0.1, 0.0], [0.3, -0.1, 0.0], [0.0, 0.1, 0.0], [0.0, 0.0, 0.0], [-0.2, 0.1, 0.0], [0.0, 0.0, 0.0], [0.1, -0.1, 0.0], [0.0, 0.0, 0.1], [0.0, 0.0, 0.0], [0.1, 0.1, 0.3], [0.0, 0.0, 0.0], [0.0, 0.0, 0.0], [0.0, 0.0, 0.0], [0.0, 0.2, 0.0], [-0.1, 0.0, 0.0], [0.0, 0.0, 0.0], [0.0, 0.0, 0.0], [0.0, 0.0, 0.0], [0.0, 0.0, 0.0], [0.0, -0.1, 0.0], [0.0, 0.0, 0.0], [0.0, 0.0, 0.0], [0.0, 0.0, 0.0], [0.0, 0.0, 0.0], [0.0, 0.0, 0.0], [0.6, -0.3, 0.0], [-0.2, 0.0, 0.1], [-0.1, 0.0, 0.0], [0.0, 0.0, 0.0], [0.0, 0.0, 0.0], [0.0, 0.0, 0.0], [0.0, 0.0, 0.0], [0.0, 0.0, 0.0], [0.0, 0.0, 0.0], [0.0, 0.0, 0.0], [0.0, 0.0, 0.0], [0.0, 0.0, 0.0], [0.0, 0.1, 0.0], [0.0, 0.0, 0.0]], "nbo_charge": [1.161, 0.060, -0.052, -0.274, -0.239, -0.202, -0.077, -0.236, -0.205, -0.257, -0.320, -0.053, 0.209, 0.194, 0.191, 0.185, 0.195, 0.200, -0.751, 0.732, -0.772, -0.082, -0.239, 0.015, -0.520, 0.059, -0.155, 0.738, -0.667, -0.726, 0.237, 0.182, 0.253, -0.450, -0.193, -0.225, -0.246, -0.276, -0.194, -0.267, 0.194, 0.187, 0.194, 0.214, 0.228, -1.001, 1.255, -0.605, -0.439, -0.407, -0.629, 0.256, 0.204, 0.267, 0.203, 0.238, 0.183, 0.293, 0.233]}

{"formula": "C27H22BrF6IN3O6RbS3", "method": "ωB97M-V/def2-TZVPD", "homo_lumo_gap_ha": 0.220, "e_above_lowest_kcal_mol": 2.60, "homo_ev": -2.53, "total_charge": -2, "species": ["Rb", "F", "C", "F", "F", "S", "O", "O", "N", "S", "O", "O", "C", "F", "F", "F", "Br", "C", "C", "C", "C", "C", "C", "I", "H", "H", "H", "H", "C", "C", "C", "O", "H", "H", "H", "H", "H", "H", "H", "N", "C", "C", "C", "C", "C", "N", "C", "H", "H", "H", "H", "C", "C", "O", "S", "C", "C", "C", "C", "C", "C", "C", "C", "H", "H", "H", "H", "H", "H", "H"], "coordinates": [[-0.6738, -0.5232, -1.1256], [-0.7790, -0.2063, -4.2341], [-1.6267, -1.0265, -4.8518], [-0.9899, -1.6504, -5.8391], [-2.5987, -0.2773, -5.4020], [-2.4014, -2.1901, -3.6536], [-2.8406, -1.3062, -2.5972], [-3.4108, -2.8839, -4.4005], [-1.1502, -3.0732, -3.3293], [-0.8666, -3.9076, -2.0308], [0.3211, -4.6803, -2.1868], [-1.1052, -3.2058, -0.7945], [-2.2190, -5.1710, -2.0432], [-2.0338, -6.0538, -1.0513], [-3.4164, -4.6016, -1.8652], [-2.2509, -5.8515, -3.1933], [-3.4985, 6.8827, -1.2892], [-2.5168, 5.9306, 0.0330], [-2.4569, 6.4939, 1.2977], [-1.7846, 5.8279, 2.3081], [-1.1771, 4.6090, 2.0495], [-1.2272, 4.0356, 0.7831], [-1.9061, 4.7094, -0.2280], [-2.0121, 3.7987, -2.1097], [-2.9536, 7.4350, 1.4857], [-1.7482, 6.2648, 3.2989], [-0.6512, 4.0797, 2.8345], [-0.7080, 3.0421, 0.5945], [2.3839, 1.9045, 0.4485], [1.1470, 1.5566, 1.2932], [1.3935, 0.2206, 2.0162], [0.0083, 1.5180, 0.5411], [3.2908, 1.9732, 1.0605], [2.2221, 2.8617, -0.0525], [2.5286, 1.1364, -0.3163], [1.0889, 2.3358, 2.1017], [1.5258, -0.5731, 1.2737], [0.5304, -0.0260, 2.6401], [2.2885, 0.2414, 2.6484], [-5.0481, 4.8551, 2.2198], [-4.9703, 4.0734, 1.3797], [-4.8868, 3.0748, 0.3536], [-5.7661, 3.0823, -0.7272], [-5.6636, 2.0729, -1.6654], [-4.6878, 1.0973, -1.4939], [-3.8367, 1.1022, -0.4733], [-3.9288, 2.0615, 0.4309], [-6.5071, 3.8654, -0.8185], [-6.3222, 2.0399, -2.5222], [-4.5605, 0.2905, -2.2063], [-3.2099, 2.0430, 1.2432], [5.4814, -2.6287, 3.9369], [6.3550, -3.8520, 3.9668], [6.9950, -4.1913, 4.9352], [6.4516, -4.8580, 2.4984], [5.4000, -4.0314, 1.3368], [4.0439, -4.3476, 1.2592], [3.2161, -3.6705, 0.3863], [3.7125, -2.6491, -0.4468], [5.0906, -2.3686, -0.3733], [5.9179, -3.0460, 0.4981], [2.8583, -1.9290, -1.3139], [2.0836, -1.3003, -2.0408], [4.4465, -2.9066, 3.7364], [5.7799, -1.9590, 3.1315], [5.5586, -2.1276, 4.8991], [3.6428, -5.1250, 1.8990], [2.1636, -3.9149, 0.3235], [5.4903, -1.5940, -1.0147], [6.9747, -2.8084, 0.5475]], "atomic_forces_ev_per_a": [[0.5, 0.8, 0.4], [0.0, -0.1, -0.1], [0.1, 0.1, -0.1], [0.0, 0.0, 0.0], [0.0, 0.0, 0.1], [0.0, -0.1, 0.0], [-0.3, -0.2, -0.2], [0.0, 0.0, -0.1], [-0.1, 0.0, -0.1], [-0.2, -0.2, 0.2], [0.0, 0.0, 0.0], [0.0, -0.3, -0.2], [0.0, -0.1, 0.0], [0.0, 0.0, 0.0], [0.0, 0.0, 0.0], [0.0, 0.0, 0.0], [0.0, 0.0, 0.0], [0.0, 0.0, 0.0], [0.1, 0.1, 0.0], [0.0, 0.0, 0.0], [0.0, 0.0, 0.0], [0.2, -0.1, -0.1], [0.0, 0.0, 0.0], [0.1, 0.0, 0.0], [0.0, 0.0, 0.0], [0.0, 0.0, 0.0], [0.0, 0.0, 0.0], [-0.2, 0.2, 0.1], [-0.1, 0.0, 0.0], [0.1, 0.0, 0.1], [0.0, 0.0, 0.0], [-0.2, 0.0, 0.0], [0.0, 0.0, 0.0], [0.0, 0.0, 0.0], [0.0, 0.0, 0.0], [0.0, 0.0, 0.0], [0.0, 0.0, 0.0], [0.0, 0.0, 0.0], [0.0, 0.0, 0.0], [-0.1, -0.1, 0.0], [0.0, 0.1, 0.1], [-0.1, -0.1, -0.1], [0.0, 0.0, 0.1], [0.0, 0.0, 0.0], [0.0, 0.2, 0.0], [0.1, -0.3, 0.1], [0.0, 0.1, 0.1], [0.0, 0.0, 0.0], [0.0, 0.0, 0.0], [0.0, 0.0, 0.0], [0.0, 0.0, 0.0], [0.0, 0.0, 0.0], [0.0, 0.0, 0.0], [0.0, 0.0, 0.0], [0.0, 0.0, 0.0], [0.0, 0.0, 0.1], [0.0, 0.0, 0.0], [0.0, 0.0, 0.0], [0.0, 0.0, 0.0], [0.0, 0.0, 0.0], [0.0, -0.1, 0.1], [0.0, -0.1, 0.1], [-0.1, 0.1, -0.2], [0.0, 0.0, 0.0], [0.0, 0.0, 0.0], [0.0, 0.0, 0.0], [0.0, 0.0, 0.0], [0.0, 0.0, 0.0], [0.0, 0.0, 0.0], [0.0, 0.0, 0.0]], "lowdin_charge": [0.832, 0.107, -0.674, 0.143, 0.116, 0.552, -0.423, -0.278, -0.285, 0.542, -0.261, -0.405, -0.667, 0.120, 0.122, 0.126, 0.647, -0.758, -0.184, -0.106, -0.073, -0.142, -0.728, 0.958, 0.089, 0.098, 0.101, 0.058, -0.074, -0.673, -0.083, -0.460, 0.060, 0.063, 0.056, 0.106, 0.056, 0.064, 0.060, 0.177, -0.179, -0.221, -0.032, -0.060, -0.138, 0.091, -0.108, 0.118, 0.103, 0.096, 0.129, -0.052, -0.758, -0.037, 0.991, -0.598, -0.118, -0.023, -0.273, -0.040, -0.131, -0.275, -0.131, 0.086, 0.083, 0.080, 0.101, 0.113, 0.109, 0.097]}